This record from the Open Molecules 2025 dataset describes one molecule with the formula C6H6OS in a non-equilibrium geometry. The level of theory is ωB97M-V with the def2-TZVPD basis set.

Computed properties:
LUMO	-0.285	eV
relative energy (zero: lowest compared OMol25 entry of this formula, charge and spin)	1.7507	eV
SMILES	O=CC1=C[C@@H]2C[C@@H]2S1

Structure (ORCA input):
```
! RIJCOSX wB97M-V def2-TZVPD def2/J DEFGRID3
* xyz 0 1
C 1.017 1.426 -0.410
H 2.571 -0.085 -0.377
H 0.639 1.181 -2.559
C 0.664 0.556 -1.608
H 1.023 2.537 -0.547
C -0.677 -0.471 -0.001
C -1.300 -1.620 0.575
O -1.977 -1.798 1.600
H -0.703 -1.197 -1.951
S 0.109 0.780 1.038
C -0.312 -0.403 -1.275
H -1.293 -2.565 -0.203
C 2.098 0.635 -1.004
H 2.893 1.308 -1.432
*
```

Löwdin population analysis, charges in e, atoms 1 to 2: number 1, C, carries -0.528; number 2, H, carries 0.096


This record from the Open Molecules 2025 dataset describes C18H43CuN3O4Si as an isolated structure in a non-equilibrium geometry. The level of theory is ωB97M-V with the def2-TZVPD basis set.

Computed properties:
LUMO	-2.335	eV

Structure (ORCA input):
```
! RIJCOSX wB97M-V def2-TZVPD def2/J DEFGRID3
* xyz 1 1
H 0.286 1.090 -3.586
H -0.474 0.866 2.215
H -2.986 2.084 -2.092
Cu 2.183 1.464 0.270
C -2.794 3.229 1.232
H -3.288 2.089 -3.839
H -1.290 -3.722 -0.607
H -2.950 3.786 0.313
H 4.777 1.445 -0.246
H -2.696 3.932 2.053
H 1.878 -0.514 0.219
C -1.947 -2.638 1.805
H -3.486 -0.714 -0.605
H 3.486 -1.694 -1.243
H -2.835 -3.220 2.030
H -0.981 -0.764 -4.585
C 4.554 -0.543 0.225
H -0.506 2.276 -2.557
H -2.662 -1.053 -4.132
H 3.538 -0.507 3.559
C 3.317 -0.360 2.492
H 5.208 0.524 1.976
H -0.827 2.272 -4.298
N 4.093 0.709 -0.390
H 0.593 2.671 0.753
H -3.046 -3.600 -0.615
H -3.663 2.600 1.400
H 1.285 -3.348 0.513
O -0.943 -1.135 0.250
C -1.786 0.680 -3.192
H -0.244 4.054 1.508
C 4.657 -0.392 1.747
H -2.167 1.037 2.685
H 5.236 -1.232 2.137
H -0.471 3.700 -0.212
H -1.829 -1.878 2.572
H 3.231 1.684 2.659
N 2.648 0.931 2.305
H -2.083 -2.528 -1.642
C 2.263 -1.490 0.519
C -3.374 -1.155 0.380
Si -0.840 0.330 -0.643
O -1.516 -0.114 -2.044
H 4.068 -2.640 0.136
H 3.978 0.588 -1.394
H 1.310 -2.567 -0.961
C -0.633 1.648 -3.433
O 0.697 0.632 -0.657
H 5.563 -0.788 -0.144
O -1.791 1.458 0.048
C -1.932 -0.286 -4.369
H -0.994 2.255 3.203
H 1.775 0.944 2.825
H -2.261 0.249 -5.253
C -2.093 -1.977 0.431
H -3.329 -0.351 1.106
H 2.833 -2.449 2.377
C -2.125 -3.028 -0.680
C -3.083 1.461 -2.977
H -4.238 -1.778 0.594
N 1.229 -2.442 0.049
C -0.336 3.260 0.773
C 2.402 -1.505 2.035
C -1.536 2.364 1.101
H 1.419 -1.388 2.490
C 3.612 -1.692 -0.158
C -1.273 1.584 2.394
H 0.191 -1.888 0.172
H -1.088 -3.306 1.837
H -3.917 0.781 -2.833
*
```

Löwdin population analysis, charges in e, atoms 1 to 2: number 1, H, carries 0.088; number 2, H, carries 0.060


This record from the Open Molecules 2025 dataset describes a 2-piece molecular cluster, C7H11BO2S overall in a non-equilibrium geometry. The level of theory is ωB97M-V with the def2-TZVPD basis set.

Computed properties:
LUMO	0.290	eV
relative energy (zero: lowest compared OMol25 entry of this formula, charge and spin)	2.7691	eV

Structure (ORCA input):
```
! RIJCOSX wB97M-V def2-TZVPD def2/J DEFGRID3
* xyz 0 1
H -3.153 -1.596 0.590
H -3.898 -0.190 0.059
C 2.094 -0.973 -0.152
H -1.401 3.124 1.365
C 3.493 -0.787 0.234
H 1.200 -2.644 0.982
H 4.805 1.069 0.164
H 4.067 -1.668 0.455
C -2.003 2.852 0.404
H -3.541 -1.350 -1.135
C -3.213 -0.915 -0.174
C 1.477 0.143 -0.606
C 1.291 -2.213 -0.146
H -2.988 2.391 0.712
C 3.855 0.511 0.051
H -2.202 3.741 -0.065
S 2.500 1.530 -0.437
H 1.617 -2.997 -0.707
B -1.174 0.535 -0.398
H 0.317 -1.864 -0.503
O -1.310 1.869 -0.318
O -1.834 -0.569 -0.378
*
```

Löwdin population analysis, charges in e, atoms 1 to 2: number 1, H, carries 0.076; number 2, H, carries 0.066


HOMO energy values (in eV) by entry order: -8.59 -11.02 -7.57.